Record 1
The following is a DFT calculation (ωB97M-V/def2-TZVPD) of 3 unconnected molecules or ions with the total composition C34H54BrCl3O11P2.

- E_HOMO: -0.33477 hartree
- Frontier orbital gap: 0.2575 Ha

Each atom is followed by the atoms it is bonded to, with distances in Å.
Positions of all 105 atoms, in Å:
1 C -0.576 -1.932 2.805  C2 1.663, H30 1.175, H31 1.194, H32 1.181
2 C 0.332 -1.931 1.412  C1 1.663, C3 1.673, H33 1.194, H34 1.170
3 C 1.454 -0.691 1.390  C2 1.673, Br4 2.001, C5 1.673, H35 1.184
4 Br 2.662 -1.053 -0.163  C3 2.001
5 C 0.536 0.689 1.164  C3 1.673, C6 1.640, C15 1.655
6 C 0.194 1.649 2.449  C5 1.640, C7 1.639, H36 1.182
7 C -0.751 2.962 2.185  C6 1.639, C8 1.673, C28 1.673
8 C -1.284 3.223 0.621  C7 1.673, C9 1.644, C16 1.673
9 C -0.907 2.260 -0.657  C8 1.644, C10 1.644, C15 1.640
10 C -1.531 2.647 -2.127  C9 1.644, Cl11 1.888, C12 1.488
11 Cl -3.403 2.495 -2.321  C10 1.888
12 C -0.770 3.140 -3.308  C10 1.488, C13 1.652, Cl14 1.880
13 C 0.866 3.320 -3.166  C12 1.652, H37 1.172, H38 1.181, H39 1.181
14 Cl -1.713 3.573 -4.875  C12 1.880
15 C 0.040 0.947 -0.393  C5 1.655, C9 1.640, H40 1.173
16 C -2.284 4.554 0.461  C8 1.673, O17 1.335, C18 1.673
17 O -2.279 5.376 -0.591  C16 1.335
18 C -3.279 4.812 1.781  C16 1.673, C19 1.644, C26 1.518
19 C -4.808 5.302 1.428  C18 1.644, C20 1.639, H41 1.171, H42 1.194
20 C -5.992 4.283 1.923  C19 1.639, C21 1.638, H43 1.186, H44 1.190
21 C -5.713 2.694 1.640  C20 1.638, C22 1.661, H45 1.170, H46 1.193
22 C -6.764 2.004 0.555  C21 1.661, C23 1.672, H47 1.171, H48 1.183
23 C -6.039 0.613 -0.026  C22 1.672, O24 1.481, H49 1.191, H50 1.179
24 O -7.095 -0.402 -0.250  C23 1.481, C25 1.490
25 C -6.455 -1.708 -0.571  O24 1.490, H51 1.184, H52 1.184, H53 1.183
26 C -2.809 4.566 3.204  C18 1.518, Cl27 1.888, C28 1.673
27 Cl -3.956 4.860 4.674  C26 1.888
28 C -1.239 4.018 3.387  C7 1.673, C26 1.673, O29 1.338
29 O -0.449 4.430 4.385  C28 1.338
30 H -0.736 -0.856 3.249  C1 1.175
31 H -1.671 -2.342 2.566  C1 1.194
32 H -0.108 -2.662 3.606  C1 1.181
33 H -0.452 -1.703 0.541  C2 1.194
34 H 0.798 -2.974 1.155  C2 1.170
35 H 2.008 -0.629 2.435  C3 1.184
36 H 0.596 1.412 3.535  C6 1.182
37 H 1.282 2.325 -2.709  C13 1.172
38 H 1.069 4.194 -2.398  C13 1.181
39 H 1.329 3.573 -4.223  C13 1.181
40 H 0.290 0.257 -1.308  C15 1.173
41 H -5.029 6.349 1.905  C19 1.171
42 H -4.915 5.383 0.242  C19 1.194
43 H -6.283 4.399 3.066  C20 1.186
44 H -6.975 4.578 1.320  C20 1.190
45 H -4.638 2.433 1.258  C21 1.170
46 H -5.837 2.137 2.688  C21 1.193
47 H -7.806 1.789 1.045  C22 1.171
48 H -6.814 2.755 -0.357  C22 1.183
49 H -5.459 0.809 -1.047  C23 1.191
50 H -5.243 0.174 0.725  C23 1.179
51 H -7.029 -2.293 -1.424  C25 1.184
52 H -6.532 -2.385 0.397  C25 1.184
53 H -5.341 -1.581 -0.948  C25 1.183
54 O 1.742 1.451 -6.647  P55 1.548
55 P 1.825 1.549 -8.190  O54 1.548, O56 1.656, O59 1.667, O62 1.730
56 O 0.670 0.393 -8.461  P55 1.656, C57 1.420
57 C -0.682 0.814 -8.368  O56 1.420, C58 1.519, H65 1.091, H66 1.094
58 C -1.058 1.756 -9.499  C57 1.519, H67 1.095, H68 1.094, H69 1.095
59 O 3.174 0.570 -8.236  P55 1.667, C60 1.423
60 C 4.009 0.384 -7.099  O59 1.423, C61 1.521, H70 1.097, H71 1.095
61 C 3.561 -0.825 -6.292  C60 1.521, H72 1.094, H73 1.095, H74 1.096
62 O 1.918 1.658 -9.914  P55 1.730, C63 1.423
63 C 2.916 1.005 -10.690  O62 1.423, C64 1.522, H75 1.095, H76 1.097
64 C 2.693 -0.495 -10.820  C63 1.522, H77 1.088, H78 1.094, H79 1.097
65 H -0.856 1.285 -7.399  C57 1.091
66 H -1.308 -0.082 -8.419  C57 1.094
67 H -0.504 2.698 -9.424  C58 1.095
68 H -2.126 1.990 -9.473  C58 1.094
69 H -0.814 1.315 -10.471  C58 1.095
70 H 4.056 1.292 -6.487  C60 1.097
71 H 5.027 0.209 -7.464  C60 1.095
72 H 2.490 -0.806 -6.073  C61 1.094
73 H 4.109 -0.884 -5.345  C61 1.095
74 H 3.744 -1.745 -6.859  C61 1.096
75 H 3.914 1.243 -10.308  C63 1.095
76 H 2.869 1.444 -11.694  C63 1.097
77 H 2.567 -1.000 -9.865  C64 1.088
78 H 3.537 -0.960 -11.338  C64 1.094
79 H 1.779 -0.695 -11.391  C64 1.097
80 O 1.713 -5.412 8.116  P81 1.548
81 P 2.265 -4.211 7.310  O80 1.548, O82 1.656, O85 1.667, O88 1.730
82 O 3.564 -5.042 6.703  P81 1.656, C83 1.420
83 C 3.318 -5.866 5.573  O82 1.420, C84 1.519, H91 1.091, H92 1.094
84 C 2.997 -5.044 4.337  C83 1.519, H93 1.095, H94 1.094, H95 1.095
85 O 2.993 -3.564 8.663  P81 1.667, C86 1.423
86 C 2.575 -3.907 9.980  O85 1.423, C87 1.521, H96 1.097, H97 1.095
87 C 3.376 -5.085 10.513  C86 1.521, H98 1.094, H99 1.095, H100 1.096
88 O 2.883 -2.869 6.409  P81 1.730, C89 1.423
89 C 3.670 -1.833 6.984  O88 1.423, C90 1.522, H101 1.095, H102 1.097
90 C 5.100 -2.259 7.287  C89 1.522, H103 1.088, H104 1.094, H105 1.097
91 H 2.508 -6.563 5.795  C83 1.091
92 H 4.223 -6.453 5.394  C83 1.094
93 H 2.050 -4.509 4.458  C84 1.095
94 H 2.911 -5.685 3.455  C84 1.094
95 H 3.772 -4.293 4.156  C84 1.095
96 H 1.495 -4.093 10.018  C86 1.097
97 H 2.756 -3.037 10.619  C86 1.095
98 H 3.403 -5.923 9.810  C87 1.094
99 H 2.961 -5.440 11.461  C87 1.095
100 H 4.418 -4.788 10.677  C87 1.096
101 H 3.169 -1.415 7.863  C89 1.095
102 H 3.705 -1.021 6.247  C89 1.097
103 H 5.166 -3.162 7.889  C90 1.088
104 H 5.628 -1.460 7.815  C90 1.094
105 H 5.636 -2.476 6.355  C90 1.097

Record 2
The following is a DFT calculation (ωB97M-V/def2-TZVPD) of a single C22H24N2O5S molecule.

- E_HOMO: -0.30383 hartree
- Frontier orbital gap: 0.3226 Ha

Each atom is followed by the atoms it is bonded to, with distances in Å.
Positions of all 54 atoms, in Å:
1 C -4.221 -1.720 -2.034  H2 1.095, H3 1.095, H4 1.089, O5 1.406
2 H -3.949 -0.678 -2.232  C1 1.095
3 H -3.991 -2.331 -2.913  C1 1.095
4 H -5.288 -1.780 -1.826  C1 1.089
5 O -3.582 -2.207 -0.880  C1 1.406, C6 1.361
6 C -2.222 -2.195 -0.837  O5 1.361, C7 1.389, C11 1.397
7 C -1.391 -1.816 -1.884  C6 1.389, C8 1.388, H54 1.079
8 C -0.013 -1.823 -1.722  C7 1.388, C9 1.388, H53 1.079
9 C 0.561 -2.220 -0.522  C8 1.388, C10 1.396, N14 1.404
10 C -0.275 -2.635 0.516  C9 1.396, C11 1.375, H13 1.076
11 C -1.642 -2.612 0.363  C6 1.397, C10 1.375, H12 1.077
12 H -2.294 -2.926 1.161  C11 1.077
13 H 0.167 -2.963 1.441  C10 1.076
14 N 1.950 -2.250 -0.318  C9 1.404, S15 1.683, C49 1.443
15 S 2.588 -1.267 0.890  N14 1.683, O16 1.431, O17 1.431, C18 1.793
16 O 1.670 -1.237 1.987  S15 1.431
17 O 3.930 -1.709 1.121  S15 1.431
18 C 2.621 0.353 0.121  S15 1.793, C19 1.378, C23 1.382
19 C 1.460 1.095 0.133  C18 1.378, C20 1.392, H48 1.079
20 C 1.444 2.348 -0.473  C19 1.392, C21 1.389, C27 1.501
21 C 2.596 2.833 -1.078  C20 1.389, C22 1.387, H26 1.080
22 C 3.751 2.065 -1.099  C21 1.387, C23 1.386, H25 1.079
23 C 3.768 0.816 -0.497  C18 1.382, C22 1.386, H24 1.079
24 H 4.658 0.208 -0.472  C23 1.079
25 H 4.642 2.446 -1.573  C22 1.079
26 H 2.586 3.816 -1.525  C21 1.080
27 C 0.200 3.168 -0.287  C20 1.501, O28 1.214, N29 1.356
28 O 0.197 4.156 0.419  C27 1.214
29 N -0.911 2.693 -0.902  C27 1.356, C30 1.441, C34 1.453
30 C -0.894 1.618 -1.861  N29 1.441, H31 1.094, H32 1.093, H33 1.088
31 H -1.126 0.652 -1.402  C30 1.094
32 H -1.643 1.828 -2.627  C30 1.093
33 H 0.083 1.556 -2.336  C30 1.088
34 C -2.208 2.993 -0.319  N29 1.453, C35 1.497, H46 1.093, H47 1.094
35 C -2.646 1.827 0.511  C34 1.497, C36 1.361, O39 1.355
36 C -3.770 1.060 0.529  C35 1.361, C37 1.419, H45 1.071
37 C -3.556 0.066 1.519  C36 1.419, C38 1.363, H44 1.070
38 C -2.311 0.286 2.028  C37 1.363, O39 1.352, C40 1.485
39 O -1.754 1.355 1.416  C35 1.355, C38 1.352
40 C -1.526 -0.399 3.086  C38 1.485, H41 1.090, H42 1.085, H43 1.090
41 H -0.543 -0.690 2.717  C40 1.090
42 H -2.060 -1.282 3.424  C40 1.085
43 H -1.376 0.270 3.933  C40 1.090
44 H -4.238 -0.710 1.800  C37 1.070
45 H -4.647 1.191 -0.072  C36 1.071
46 H -2.944 3.198 -1.101  C34 1.093
47 H -2.074 3.884 0.302  C34 1.094
48 H 0.593 0.710 0.645  C19 1.079
49 C 2.833 -2.390 -1.451  N14 1.443, H50 1.097, H51 1.088, H52 1.089
50 H 2.884 -1.486 -2.071  C49 1.097
51 H 3.823 -2.598 -1.049  C49 1.088
52 H 2.505 -3.230 -2.061  C49 1.089
53 H 0.606 -1.515 -2.550  C8 1.079
54 H -1.797 -1.510 -2.836  C7 1.079